1.
{"formula": "C23H27F3NSi", "method": "the ωB97M-V functional and the def2-TZVPD basis", "smiles": "CC[C@@H](F)c1[nH+]ccc2ccc(C(F)(F)CC[Si](C)(C)c3ccccc3)cc12", "lumo_ev": -5.30, "total_charge": 1, "e_homo_ev": -10.474, "homo_lumo_gap_ha": 0.1902, "elements": ["C", "C", "C", "F", "C", "N", "C", "C", "C", "C", "C", "C", "C", "F", "F", "C", "C", "Si", "C", "C", "C", "C", "C", "C", "C", "C", "C", "C", "H", "H", "H", "H", "H", "H", "H", "H", "H", "H", "H", "H", "H", "H", "H", "H", "H", "H", "H", "H", "H", "H", "H", "H", "H", "H", "H"], "xyz": [[2.426005, 2.476931, 0.742966], [3.389674, 2.514591, -0.580200], [4.753049, 1.614335, -0.487155], [5.809037, 2.504333, 0.100580], [4.597746, 0.169253, 0.265458], [5.686017, -0.169410, 1.306331], [5.717983, -1.492807, 2.082952], [4.589426, -2.668564, 1.884167], [3.382792, -2.388521, 0.802380], [2.236725, -3.554973, 0.614853], [1.044293, -3.288118, -0.479702], [1.080674, -1.877400, -1.314275], [-0.166152, -1.638424, -2.403275], [0.443092, -0.816893, -3.512014], [-0.653214, -2.931803, -2.935668], [-1.298916, -0.757139, -1.603111], [-2.829589, -1.344227, -1.711391], [-3.685274, -0.890813, -0.002379], [-5.502559, -1.518531, -0.131916], [-2.829403, -1.764490, 1.501153], [-3.606147, 1.047065, 0.240757], [-2.711398, 1.800315, 1.392685], [-2.730187, 3.466840, 1.480707], [-3.641340, 4.319814, 0.394627], [-4.565434, 3.576034, -0.744764], [-4.522254, 1.937127, -0.793373], [2.252359, -0.698039, -1.132216], [3.427030, -0.952389, -0.018427], [1.327499, 2.748608, 0.361636], [2.738119, 3.360682, 1.450668], [2.329400, 1.436547, 1.268136], [2.782976, 2.298908, -1.585458], [3.748582, 3.647753, -0.694511], [5.125925, 1.391678, -1.598987], [6.475813, 0.500717, 1.545834], [6.587760, -1.700593, 2.856569], [4.636612, -3.681134, 2.484986], [2.223885, -4.568177, 1.240955], [0.164139, -4.077615, -0.645503], [-1.204750, 0.387763, -1.899246], [-1.016029, -0.795763, -0.444199], [-2.900502, -2.516700, -1.782071], [-3.365850, -0.818114, -2.630604], [-6.017198, -1.301804, 0.898020], [-6.082963, -0.943029, -0.977921], [-5.537950, -2.669475, -0.366567], [-2.054384, -2.610457, 1.180082], [-3.684579, -2.275933, 2.130479], [-2.287823, -1.012243, 2.243281], [-2.065608, 1.197227, 2.177234], [-2.081021, 3.987732, 2.317078], [-3.672218, 5.490824, 0.435629], [-5.203830, 4.229212, -1.486498], [-5.195343, 1.386129, -1.608060], [2.135304, 0.233158, -1.830710]], "forces_ev_per_angstrom": [[-1.0302, 0.7726, -0.8204], [-0.1277, 0.8048, 0.0706], [-0.0043, 0.6861, -1.2896], [-2.1752, -2.7133, -0.6741], [1.1226, -2.6293, 2.4904], [-3.2779, -2.7899, -0.9418], [-3.3369, -1.8469, -1.5708], [0.7817, 4.5336, -1.9693], [0.7986, -0.4206, 0.7784], [-1.4296, 3.2018, -2.9245], [3.5693, 2.4007, 1.5721], [2.5188, -0.3579, 1.1810], [1.3414, 0.7278, 0.3838], [-1.8024, -2.4632, 2.6029], [1.5879, 3.8089, 1.4065], [-0.1328, -0.5057, 0.4834], [0.4217, 0.6526, -0.4157], [-0.3309, 0.2820, -0.3494], [-0.8518, 0.0254, 0.0446], [0.5801, -0.6467, 1.2023], [-0.1399, 4.5221, 0.3563], [-2.3245, 2.7613, -2.6535], [-2.1865, -2.3117, -3.0081], [-0.1104, -3.7595, -0.0561], [2.8500, -2.4604, 3.0906], [1.6919, 2.2965, 2.1474], [-1.4250, -4.1367, 1.5222], [-0.6068, -0.1432, -0.4001], [2.3762, -0.5882, 0.8908], [-0.5328, -2.1189, -1.1232], [0.4609, 2.0568, -0.9165], [1.4924, 0.1304, 2.2927], [-0.5371, -2.6524, 0.1455], [-0.6512, 0.3576, 2.5417], [-1.6190, -0.8235, -0.7711], [-1.9302, 0.9094, -1.9540], [0.0362, 2.4534, -1.3205], [0.2955, 2.6288, -1.4675], [2.2582, 2.0105, 0.3302], [-0.2617, -2.5805, 0.3490], [-0.2500, -0.0199, -2.5446], [0.4337, 2.3205, -0.1773], [1.0158, -1.3857, 1.9255], [0.7339, -0.5207, -1.9919], [1.0426, -1.1771, 1.6879], [0.0235, 2.2197, 0.5074], [-1.6403, 1.7975, 0.7237], [1.7353, 0.8936, -1.2140], [-1.0521, -1.6375, -1.6544], [-1.5414, 1.3807, -1.8770], [-1.5928, -1.0469, -2.0128], [0.1583, -2.5783, 0.0230], [1.4276, -1.5973, 1.6854], [1.6809, 1.2897, 2.0070], [0.4662, -2.0130, 1.6556]]}

=====

2.
{"formula": "C6H8GaN3O2Se2Te2", "method": "the ωB97M-V functional and the def2-TZVPD basis", "relative_energy_kj_mol": 0.00, "lumo_ev": -1.00, "e_homo_ev": -6.697, "homo_lumo_gap_ha": 0.2092, "elements": ["Ga", "Se", "Te", "Te", "Se", "N", "N", "C", "O", "O", "H", "H", "H", "C", "C", "C", "N", "C", "C", "H", "H", "H", "H", "H"], "xyz": [[7.027214, 7.142379, 4.891271], [9.658545, 7.297948, 3.970698], [10.121658, 9.311338, 5.304345], [7.808613, 10.789713, 4.821714], [6.098895, 9.184594, 3.810485], [4.977442, 6.274718, 5.320340], [5.228699, 4.988432, 5.724154], [6.553153, 4.444178, 5.240219], [6.812406, 3.310772, 5.604696], [7.326029, 5.257052, 4.566414], [4.430866, 6.766948, 6.026990], [4.548856, 6.373374, 4.386426], [4.389978, 4.378800, 5.642938], [7.757905, 7.095045, 9.533491], [8.166724, 5.988280, 8.779250], [7.900218, 5.949798, 7.441829], [7.353748, 7.049350, 6.746873], [7.013665, 8.108129, 7.517380], [7.266316, 8.250753, 8.891828], [7.500974, 6.979463, 10.602712], [8.602077, 5.156304, 9.203668], [8.034367, 5.025701, 6.900948], [6.445180, 8.938748, 7.066796], [6.923529, 9.203921, 9.380465]], "forces_ev_per_angstrom": [[0.9771, 0.1563, -2.4805], [-1.2506, -0.1220, 0.2923], [-0.1679, 0.1544, 0.1868], [-0.2006, 0.1000, -0.1527], [0.6997, -0.8796, 0.8261], [-0.1271, 1.6419, -1.0410], [0.8808, -1.6263, -0.5349], [-1.0515, -0.9366, 0.6127], [-0.2047, 0.9947, -0.5842], [-1.5932, -0.1757, 0.6820], [0.1729, 0.0719, -0.3766], [-0.1341, -0.1335, 0.6139], [1.4203, 0.1285, 0.0557], [-1.3787, 0.8942, 0.3984], [-1.1833, 1.9882, -0.6424], [-0.2950, 1.6711, -1.5305], [0.3340, -0.7874, 4.3729], [0.3011, 0.9961, 0.0421], [-0.3526, -0.9474, -0.3819], [1.2137, 0.2245, -0.3893], [0.5614, -1.7068, 1.0477], [0.3707, 0.2236, -0.3216], [0.5932, -0.5053, -0.3600], [0.4145, -1.4248, -0.3349]]}

=====

3.
{"formula": "C7H7N4S", "method": "the ωB97M-V functional and the def2-TZVPD basis", "relative_energy_kj_mol": 53.20, "smiles": "[S-][N+]1=NCN(c2ccccc2)[N-]1", "lumo_ev": 3.30, "total_charge": -1, "e_homo_ev": -3.096, "homo_lumo_gap_ha": 0.2351, "elements": ["C", "C", "C", "C", "C", "C", "C", "N", "N", "N", "N", "S", "H", "H", "H", "H", "H", "H", "H"], "xyz": [[-1.783580, -1.425677, -0.131564], [-1.878991, -0.292722, 0.618641], [-0.583202, -1.729702, -0.762193], [-0.764412, 0.522112, 0.840409], [0.594953, -0.984000, -0.528563], [0.458137, 0.132537, 0.307162], [2.616736, 1.452580, -0.687496], [2.760871, 0.069601, 1.153310], [3.748764, 0.618870, -0.771975], [1.907791, 1.031386, 0.603066], [3.777983, -0.073664, 0.298968], [5.039194, -1.012315, 0.656505], [-2.629044, -2.042789, -0.387042], [-2.737600, 0.015594, 1.272801], [-0.364877, -2.566469, -1.394017], [-0.771148, 1.314367, 1.669322], [1.574445, -1.094798, -0.918340], [2.973576, 2.421893, -0.659517], [1.893319, 1.339709, -1.573217]], "forces_ev_per_angstrom": [[0.0274, -0.6394, -1.4664], [-0.4347, 1.6853, 2.2401], [2.4805, 0.4718, 0.1711], [1.1494, 0.3774, 1.5857], [-2.2393, 1.5573, 1.3657], [2.7606, 1.8421, -0.4633], [-2.6192, -2.2887, -0.4906], [1.2215, -0.3880, 0.2163], [0.5901, -0.2303, -1.4985], [-2.9964, -1.2707, -1.0412], [-2.9656, 1.4825, 0.7893], [2.2447, -1.9961, 0.7636], [-0.3039, -0.1012, 0.3308], [0.3574, -0.7412, -1.1786], [-0.8601, -0.6453, -0.3150], [-0.1093, -0.9634, -1.6714], [0.5981, -0.9022, -0.5983], [0.1758, 2.5280, 0.3719], [0.9230, 0.2221, 0.8888]]}

=====

4.
{"formula": "C26H74N10O8", "method": "the ωB97M-V functional and the def2-TZVPD basis", "relative_energy_kj_mol": 188.20, "smiles": "COC[C@H](C)N.COC[C@H](C)N.COC[C@H](C)N.COC[C@H](C)N.COC[C@H](C)N.COC[C@H](C)N.NC(N)=O.NC(N)=O", "lumo_ev": 0.47, "e_homo_ev": -8.707, "homo_lumo_gap_ha": 0.3373, "elements": ["C", "O", "N", "N", "H", "H", "H", "H", "C", "O", "N", "N", "H", "H", "H", "H", "C", "C", "C", "O", "C", "N", "H", "H", "H", "H", "H", "H", "H", "H", "H", "H", "H", "C", "C", "C", "O", "C", "N", "H", "H", "H", "H", "H", "H", "H", "H", "H", "H", "H", "C", "C", "C", "O", "C", "N", "H", "H", "H", "H", "H", "H", "H", "H", "H", "H", "H", "C", "C", "C", "O", "C", "N", "H", "H", "H", "H", "H", "H", "H", "H", "H", "H", "H", "C", "C", "C", "O", "C", "N", "H", "H", "H", "H", "H", "H", "H", "H", "H", "H", "H", "C", "C", "C", "O", "C", "N", "H", "H", "H", "H", "H", "H", "H", "H", "H", "H", "H"], "xyz": [[-1.741561, 17.985371, -0.375391], [-1.284061, 19.038912, 0.043217], [-1.774622, 16.791558, 0.284253], [-2.171729, 17.779779, -1.663892], [-1.540645, 16.831327, 1.263962], [-1.930051, 15.907873, -0.149973], [-2.480436, 16.891970, -2.008651], [-2.101191, 18.478963, -2.380952], [-2.530870, 14.540239, 4.272758], [-1.409389, 14.027198, 4.306178], [-3.112469, 14.840729, 3.081502], [-3.197286, 14.921154, 5.392816], [-4.060972, 15.114643, 2.933879], [-2.509961, 14.451902, 2.356793], [-2.719712, 15.179010, 6.237482], [-4.173532, 15.150019, 5.390686], [3.574988, 20.790147, 2.423590], [3.432639, 21.548562, 3.766290], [4.805288, 21.676554, 4.389129], [5.454527, 20.443178, 4.641416], [4.790444, 19.616445, 5.572372], [2.797907, 22.830735, 3.559250], [4.343486, 21.316095, 1.848704], [2.699256, 20.804681, 1.779322], [3.962322, 19.830733, 2.762086], [2.731000, 20.932456, 4.355331], [4.713835, 22.208915, 5.349069], [5.480748, 22.281012, 3.785286], [4.156167, 20.162697, 6.274315], [5.567228, 19.067451, 6.106934], [4.182889, 18.860289, 5.061471], [2.902974, 23.425343, 4.375992], [1.805751, 22.720995, 3.393493], [0.318773, 19.825476, 7.067650], [-0.790399, 19.388870, 8.043944], [-2.009050, 20.343315, 7.987029], [-1.516667, 21.576956, 8.466298], [-2.518210, 22.575878, 8.506135], [-1.208564, 18.000894, 7.829697], [1.109502, 19.075502, 7.090701], [0.646362, 20.846037, 7.229011], [-0.186756, 19.689629, 6.106618], [-0.540842, 19.452936, 9.105348], [-2.780452, 19.965707, 8.668137], [-2.461576, 20.378719, 6.987287], [-2.099718, 23.424888, 9.043948], [-3.427532, 22.237925, 9.007518], [-2.763674, 22.927420, 7.499066], [-1.725077, 17.884409, 6.966455], [-0.356915, 17.473736, 7.657317], [1.675976, 17.831617, 2.332715], [0.738171, 17.348753, 3.433143], [-0.541537, 18.167146, 3.550328], [-1.302138, 17.830500, 4.691908], [-2.629642, 18.272413, 4.529138], [0.458136, 15.889672, 3.174483], [1.171263, 17.895792, 1.363052], [2.564355, 17.215894, 2.199830], [2.034975, 18.854128, 2.464170], [1.297787, 17.323362, 4.374345], [-1.104298, 17.934907, 2.639349], [-0.292854, 19.228188, 3.476620], [-3.253708, 17.632427, 3.890142], [-2.660543, 19.257854, 4.055681], [-3.134574, 18.241733, 5.495717], [1.144448, 15.413777, 3.754219], [-0.391503, 15.680413, 3.706989], [0.084109, 12.810426, 1.080768], [-0.813460, 13.468994, 0.029037], [-0.695662, 12.780938, -1.337985], [-1.516202, 13.465920, -2.262650], [-1.969432, 12.646964, -3.322322], [-2.223275, 13.459536, 0.467027], [-0.241738, 11.781951, 1.248990], [0.274084, 13.385876, 1.979323], [1.011114, 12.671095, 0.508389], [-0.503365, 14.509160, -0.058403], [-1.058813, 11.741497, -1.299521], [0.335744, 12.639338, -1.682683], [-2.678641, 13.138513, -3.982266], [-2.475577, 11.760264, -2.925203], [-1.094739, 12.324028, -3.892251], [-2.749190, 13.721212, -0.377972], [-2.533197, 12.482467, 0.443112], [4.905246, 16.273512, -2.632964], [4.720514, 16.022233, -1.107604], [3.578690, 15.026263, -0.914309], [2.348012, 15.489600, -1.440545], [1.583072, 16.185496, -0.476744], [5.963644, 15.442377, -0.601319], [5.860996, 16.804784, -2.680616], [4.237948, 17.033844, -3.050252], [4.946331, 15.358390, -3.215345], [4.528202, 16.954830, -0.579807], [3.480044, 14.848337, 0.164646], [3.775699, 14.036078, -1.329338], [0.625052, 16.493819, -0.898613], [2.128868, 17.118135, -0.297820], [1.312387, 15.682059, 0.456842], [6.282256, 14.550990, -0.947716], [6.693514, 16.117065, -0.782102], [-2.325322, 21.561962, 2.023649], [-1.708419, 22.950942, 1.876078], [-1.412989, 23.661314, 3.182687], [-0.386840, 22.967609, 3.866012], [-0.250783, 23.249633, 5.247247], [-0.435416, 22.892527, 1.132726], [-1.665143, 20.915802, 2.603348], [-2.684859, 21.094082, 1.108575], [-3.237824, 21.563556, 2.641577], [-2.327558, 23.562750, 1.214209], [-2.317821, 23.719105, 3.794473], [-1.083323, 24.670745, 2.919069], [-1.197460, 23.196706, 5.790334], [0.119501, 24.281419, 5.301506], [0.492245, 22.595562, 5.692377], [-0.412542, 22.217296, 0.381633], [0.309759, 22.672273, 1.780657]], "forces_ev_per_angstrom": [[0.6679, -0.8318, -1.3575], [-0.6157, -0.4566, 0.1595], [0.0718, 0.9380, 1.6106], [-0.3180, 0.7459, -0.8893], [0.0926, -0.4876, -0.1614], [-0.1619, -0.1171, -0.0951], [0.0016, -0.2301, 0.2982], [0.1870, 0.3181, 0.3669], [0.7101, 0.1692, 0.2024], [-0.7003, 0.3078, 0.2220], [1.2481, -0.5585, -0.0139], [-0.7637, 0.1772, 0.8589], [-0.1413, 0.0046, -0.0329], [-0.9808, 0.0427, -0.6463], [0.3672, -0.4372, -0.0918], [-0.0157, 0.1474, -0.3079], [0.9891, 1.1029, 0.7725], [-1.1535, -0.8503, -1.3379], [-0.1038, 0.1682, 1.0721], [-0.1261, 0.2877, -0.1936], [0.2536, -0.5497, -0.2021], [0.4768, 0.8613, 0.0279], [0.1292, -0.1792, -0.0139], [-0.2817, -0.4252, 0.3791], [-0.2156, -0.3781, -0.8635], [0.6007, -0.1714, 0.4788], [-0.0910, 0.0711, 0.0474], [-0.1077, -0.1346, -0.3180], [0.0948, 0.1342, 0.0207], [-0.0695, 0.0989, 0.1702], [-0.1834, 0.1334, -0.0102], [-0.0881, -0.0175, -0.0534], [-0.0223, 0.0335, 0.0305], [-1.2617, -0.8299, 0.2190], [-0.8777, 0.4123, 0.2514], [0.7894, -0.8628, 0.3936], [-0.6113, 0.3069, -0.3188], [0.4682, 0.2049, -0.0985], [0.1400, -0.1514, -0.0022], [0.3461, 0.3177, 0.1120], [0.2066, -0.0194, -0.0185], [0.3957, 0.4140, -0.3060], [0.6775, 0.0445, -0.1074], [-0.0497, -0.0531, 0.0230], [0.1972, 0.3659, -0.1852], [-0.0387, -0.0262, 0.1068], [-0.0283, -0.0976, 0.0424], [-0.1710, -0.1213, -0.0784], [0.0713, 0.2876, -0.1161], [-0.1252, -0.2047, 0.1677], [-0.3769, 1.0800, -0.4225], [0.8474, -1.2056, 0.1517], [0.8182, -0.6985, -0.9657], [-0.0003, -0.0258, -0.2998], [-0.6104, -0.0818, -0.1357], [-0.6294, 0.9688, 0.6190], [-0.2013, -0.3047, 0.2096], [-0.1418, -0.2803, 0.2174], [-0.1058, -0.1108, 0.4761], [-0.1580, 0.8092, 0.2206], [-0.2233, 0.1970, 0.0749], [-0.1228, 0.2164, 0.3663], [0.4585, -0.2909, -0.1953], [-0.0357, 0.2127, 0.4072], [0.1566, 0.3808, 0.0856], [0.0868, -0.3576, -0.3983], [0.1386, -0.2150, -0.3512], [0.4812, -0.4861, -1.8212], [-0.1415, -0.4577, 0.4446], [-0.0336, -0.6170, 0.0711], [-0.4014, 0.6177, -0.1377], [0.5522, -0.5489, 0.2119], [-0.5940, -0.3186, -1.1887], [-0.2477, 0.1239, 0.4904], [-0.3134, 0.0080, 0.0627], [0.3737, 0.1413, 0.5710], [0.0386, 0.0167, -0.1963], [-0.1787, -0.0049, 0.5203], [0.1044, 0.6684, -0.1089], [0.1491, 0.5150, 0.1868], [0.0418, -0.0903, 0.0268], [-0.1386, -0.1445, -0.2815], [0.0606, 0.6686, 0.3141], [0.3708, -0.0868, 0.8155], [0.3191, 1.7036, 0.8628], [0.2006, -1.6729, -2.1461], [-0.2762, 0.2519, 1.2423], [-0.3647, -0.8641, 0.1383], [0.0615, 1.2496, -0.5850], [0.0824, 0.7861, 1.2052], [0.2399, -0.3306, -0.3709], [-0.5002, -0.5702, -0.0442], [-0.1115, -0.0405, -0.0181], [-0.0299, -0.0137, 0.0554], [-0.1030, -0.0012, 0.0410], [0.3069, 0.1699, -0.4483], [0.1144, -0.1631, -0.4436], [-0.2137, -0.0355, 0.5676], [0.6454, -0.3594, -0.0101], [-0.5138, -0.1017, -0.4349], [0.2458, -0.1507, 0.1584], [-1.0000, -0.0233, 1.2560], [0.6281, -0.8620, -1.3511], [-0.2522, 0.1786, -0.1722], [-0.0720, -0.9503, 0.1181], [0.0546, 1.1774, -0.6197], [0.3856, 0.4210, 0.3354], [0.2792, -0.1491, -0.5003], [0.7159, 0.0424, -0.2471], [-0.0006, 0.4727, 0.0440], [-0.4549, 0.1988, 0.5895], [-0.0257, 0.0021, 0.0958], [0.0590, 0.1496, 0.2470], [-0.0390, -0.2189, -0.0521], [-0.0130, 0.0274, 0.4781], [-0.0794, -0.2190, -0.1531], [-0.2718, -0.1466, 0.0884], [0.0800, -0.1614, -0.1804]]}